Entry from the OMol25 dataset: a 2-piece molecular cluster, C25H28ClN3O2 overall in a non-equilibrium geometry (ωB97M-V with the def2-TZVPD basis set).

- M (g/mol) = 437.971
- E_tot (eV) = -47468.37019
- HOMO energy (hartree) = -0.32812
- HOMO-LUMO gap (Ha) = 0.348

Geometry as ORCA input:
```
! wB97M-V def2-TZVPD RIJCOSX def2/J DEFGRID3
* xyz 0 1
O -1.369 0.647 5.187
O -2.509 -2.362 5.406
Cl 2.321 7.233 -5.613
C -2.542 0.680 4.844
C -2.081 -2.390 4.258
C -0.795 0.130 -1.426
C 0.660 -3.925 0.090
C -0.019 -0.816 -2.099
C -0.520 1.490 -1.582
C -0.720 -3.692 -0.033
C 1.435 -3.119 0.940
C 3.350 5.070 -4.302
C 1.403 4.665 -5.667
C 1.017 -0.402 -2.940
C 0.522 1.903 -2.420
C 3.381 3.720 -3.939
C 1.438 3.312 -5.316
C -1.324 -2.647 0.688
C 0.830 -2.083 1.673
C 2.361 5.548 -5.165
C 1.298 0.960 -3.126
C 2.426 2.817 -4.448
C -0.552 -1.842 1.549
N -1.398 -3.456 3.817
N 3.689 0.905 -3.529
N -3.065 -0.085 3.882
C -3.488 1.660 5.500
C -1.051 -4.610 4.645
C 2.407 1.340 -4.094
C -1.215 -0.771 2.397
C -2.407 -1.249 3.258
H -1.605 -0.189 -0.780
H 1.126 -4.725 -0.469
H -0.217 -1.875 -1.974
H -1.113 2.229 -1.052
H -1.315 -4.312 -0.690
H 2.497 -3.297 1.033
H 4.093 5.758 -3.911
H 0.633 5.035 -6.336
H 1.614 -1.145 -3.459
H 0.710 2.968 -2.517
H 4.156 3.388 -3.256
H 0.687 2.638 -5.719
H -2.384 -2.471 0.578
H 1.430 -1.475 2.335
H -1.059 -3.439 2.866
H 4.462 1.239 -4.102
H 3.777 1.232 -2.568
H -4.046 0.037 3.700
H -2.930 2.263 6.216
H -3.929 2.306 4.744
H -4.265 1.107 6.023
H -0.403 -4.290 5.464
H -1.958 -5.045 5.069
H -0.532 -5.361 4.048
H 2.245 0.788 -5.027
H -0.460 -0.332 3.049
H -1.562 0.018 1.729
H -3.135 -1.678 2.573
*
```

Entry from the OMol25 dataset: one molecule with the formula C25H28ClN3O5 in a non-equilibrium geometry (ωB97M-V with the def2-TZVPD basis set).

- M (g/mol) = 485.968
- E_tot (eV) = -53608.41338
- HOMO energy (hartree) = -0.25948
- HOMO-LUMO gap (Ha) = 0.280

Geometry as ORCA input:
```
! wB97M-V def2-TZVPD RIJCOSX def2/J DEFGRID3
* xyz 0 1
C 1.397 3.808 1.291
C 0.074 3.211 0.839
O 0.290 1.840 0.575
C -0.794 1.045 0.291
C -2.092 1.488 0.139
C -3.158 0.620 -0.130
C -2.870 -0.753 -0.271
C -1.560 -1.195 -0.151
C -0.522 -0.322 0.136
N 0.809 -0.724 0.267
C 1.351 -1.958 0.127
O 0.721 -2.988 -0.047
C 2.826 -1.952 0.228
C 3.612 -2.966 0.722
O 4.896 -2.590 0.674
N 4.988 -1.351 0.139
C 3.775 -0.945 -0.139
C 3.520 0.332 -0.806
C 2.638 0.375 -1.885
C 2.390 1.559 -2.552
C 3.030 2.722 -2.156
C 3.912 2.699 -1.090
C 4.154 1.512 -0.416
Cl 5.225 1.521 0.934
H 4.421 3.597 -0.775
H 2.844 3.649 -2.676
H 1.702 1.572 -3.382
H 2.155 -0.537 -2.203
C 3.261 -4.293 1.273
H 3.892 -5.059 0.827
H 3.420 -4.309 2.351
H 2.217 -4.498 1.054
H 1.429 0.056 0.447
H -1.316 -2.237 -0.253
O -3.915 -1.611 -0.504
C -3.648 -2.988 -0.677
C -4.976 -3.683 -0.940
H -4.809 -4.745 -1.096
H -5.645 -3.549 -0.094
H -5.449 -3.262 -1.824
H -3.177 -3.401 0.225
H -2.968 -3.138 -1.526
N -4.414 1.193 -0.282
C -4.930 2.096 0.726
C -5.946 1.368 1.620
H -6.401 2.059 2.332
O -7.003 0.829 0.862
C -6.513 -0.088 -0.095
C -5.493 0.581 -1.025
H -5.097 -0.140 -1.735
H -6.000 1.385 -1.575
H -7.381 -0.435 -0.657
H -6.036 -0.939 0.411
H -5.430 0.564 2.169
H -4.122 2.481 1.345
H -5.434 2.931 0.224
H -2.310 2.541 0.205
H -0.683 3.327 1.627
H -0.282 3.716 -0.069
H 1.746 3.305 2.189
H 1.271 4.866 1.502
H 2.145 3.682 0.514
*
```

Entry from the OMol25 dataset: C25H28F5Ge2LiN as an isolated structure (ωB97M-V with the def2-TZVPD basis set).

- M (g/mol) = 589.657
- E_tot (eV) = -154694.14343
- HOMO energy (spin up / spin down) (hartree) = -0.04195 / -0.03126
- HOMO-LUMO gap (spin up / spin down) (Ha) = 0.221 / 0.210

Geometry as ORCA input:
```
! wB97M-V def2-TZVPD RIJCOSX def2/J DEFGRID3
* xyz -2 2
Li 0.691 -2.418 0.444
F 0.396 -5.541 -0.485
C -0.229 -4.420 0.113
F -1.342 -4.200 -0.737
C -0.884 -5.027 1.352
F -1.779 -6.033 1.132
F -1.552 -4.090 2.058
F 0.045 -5.548 2.192
C 2.466 -0.327 2.996
C 3.418 -0.017 1.886
C 4.312 1.033 1.939
C 5.176 1.329 0.886
C 5.112 0.535 -0.257
C 4.236 -0.524 -0.373
C 4.115 -1.343 -1.616
C 3.359 -0.840 0.715
N 2.501 -1.836 0.643
H 2.641 0.315 3.862
H 2.556 -1.373 3.304
H 1.428 -0.195 2.673
H 4.322 1.645 2.838
H 5.861 2.166 0.947
H 5.758 0.756 -1.104
H 4.822 -1.017 -2.383
H 3.103 -1.271 -2.027
H 4.282 -2.404 -1.409
C 0.271 2.645 1.888
Ge -1.449 1.833 1.350
C -2.332 3.294 0.328
C -2.462 1.705 3.057
Ge -1.134 -0.253 0.123
C -2.990 -0.517 -0.611
C -4.154 0.106 -0.164
C -5.402 -0.185 -0.702
C -5.521 -1.116 -1.722
C -4.379 -1.762 -2.179
C -3.143 -1.472 -1.622
C -0.320 0.734 -1.438
C -1.000 1.192 -2.567
C -0.344 1.865 -3.590
C 1.021 2.106 -3.508
C 1.720 1.662 -2.394
C 1.055 0.983 -1.383
H 0.093 3.682 2.184
H 0.991 2.632 1.071
H 0.712 2.115 2.732
H -2.620 4.089 1.023
H -3.214 2.963 -0.216
H -1.627 3.705 -0.395
H -2.361 2.635 3.621
H -2.079 0.885 3.664
H -3.523 1.523 2.880
H -4.098 0.843 0.630
H -6.284 0.323 -0.322
H -6.492 -1.348 -2.148
H -4.452 -2.509 -2.962
H -2.273 -2.019 -1.966
H -2.068 1.021 -2.649
H -0.905 2.204 -4.455
H 1.534 2.630 -4.308
H 2.789 1.823 -2.303
H 1.629 0.629 -0.537
*
```